## A
ORCA calculation (wB97M-V/def2-TZVPD) on a structure of composition C2H2S3.

Last column: Löwdin charge in e.
CARTESIAN COORDINATES (ANGSTROEM)
C: 2.870 -0.137 -0.011  -1.2933
C: 0.323 0.089 -0.066  -0.7838
S: 4.425 0.094 0.006  0.6818
S: 1.572 -1.260 0.005  0.8087
S: 1.421 1.604 -0.014  0.5733
H: -0.416 0.162 -0.757  -0.0170
H: -0.222 -0.151 0.872  0.0302

Summary:
net charge	0
highest occupied orbital energy	-0.322	Eh

---

## B
ORCA calculation (wB97M-V/def2-TZVPD) on a cluster of 2 separate species, C2H2S3 in total.

Last column: Löwdin charge in e.
CARTESIAN COORDINATES (ANGSTROEM)
C: 2.439 -1.352 -0.232  -1.4399
C: -1.782 1.168 0.215  -0.5361
S: 2.607 0.029 -0.990  0.6670
S: 2.244 -2.679 0.471  0.7690
S: -2.342 -0.349 0.320  0.5953
H: -2.318 1.772 -0.432  -0.0386
H: -0.849 1.410 0.648  -0.0167

Summary:
net charge	0
highest occupied orbital energy	-0.328	Eh

---

Name the least stable of them. A.

---

## A
ORCA calculation (wB97M-V/def2-TZVPD) on a cluster of 2 separate species, C2H2S3 in total.

Last column: Löwdin charge in e.
CARTESIAN COORDINATES (ANGSTROEM)
C: 1.110 -0.595 0.089  -0.1010
C: 1.435 0.512 -0.134  -0.0609
S: -1.712 -1.583 0.242  0.1462
S: -1.269 1.649 0.333  0.1399
S: -2.181 0.106 -0.524  -0.0922
H: 0.938 -1.596 0.206  -0.0344
H: 1.679 1.507 -0.213  0.0024

Summary:
net charge	0
highest occupied orbital energy (alpha / beta)	-0.344 / -0.343	Eh

---

## B
ORCA calculation (wB97M-V/def2-TZVPD) on a cluster of 2 separate species, C2H2S3 in total.

Last column: Löwdin charge in e.
CARTESIAN COORDINATES (ANGSTROEM)
C: -4.166 -0.218 -0.107  -1.4782
C: -0.115 0.225 0.232  -0.5452
S: -3.858 -1.711 0.190  0.7110
S: -4.499 1.262 -0.418  0.7080
S: -1.387 0.899 0.944  0.6049
H: 0.487 -0.516 0.742  -0.0016
H: 0.179 0.501 -0.775  0.0011

Summary:
net charge	0
highest occupied orbital energy	-0.321	Eh

---

Name the least stable of them. A.

---

## A
ORCA calculation (wB97M-V/def2-TZVPD) on the ion C5H9O with charge -1.

Last column: Löwdin charge in e.
CARTESIAN COORDINATES (ANGSTROEM)
C: -0.430 1.440 -2.306  -0.0571
C: 0.287 1.035 -1.253  -0.1944
C: -0.170 0.020 -0.252  -0.2671
C: 0.567 -0.233 1.046  -0.2354
C: -0.074 -1.416 1.890  -0.6154
O: 0.314 -1.486 3.139  -0.3387
H: -1.388 1.119 -2.687  0.0370
H: -0.114 2.288 -2.918  0.0283
H: 1.227 1.564 -1.136  0.0894
H: -0.040 -0.931 -0.810  0.1161
H: -1.259 0.086 -0.200  0.1030
H: 1.612 -0.498 0.867  0.0946
H: 0.482 0.602 1.753  0.0937
H: 0.178 -2.313 1.251  0.0697
H: -1.189 -1.276 1.616  0.0762

Summary:
net charge	-1
structure (SMILES)	C=CCCC[O-]
highest occupied orbital energy	-0.085	Eh

---

## B
ORCA calculation (wB97M-V/def2-TZVPD) on the ion C5H9O with charge -1.

Last column: Löwdin charge in e.
CARTESIAN COORDINATES (ANGSTROEM)
C: 0.485 -0.808 2.275  -0.0575
C: 0.966 -0.565 1.036  -0.2025
C: 0.629 0.699 0.197  -0.2046
C: 0.210 0.362 -1.309  -0.2016
C: -1.313 0.088 -1.500  -0.5252
O: -1.868 0.372 -2.753  -0.4180
H: 0.057 -0.005 3.006  0.0795
H: 0.411 -1.819 2.568  0.0083
H: 1.684 -1.291 0.748  0.0700
H: 1.295 1.504 0.684  0.1080
H: -0.399 1.012 0.590  0.0826
H: 0.300 1.150 -2.057  0.0866
H: 0.779 -0.479 -1.595  0.0595
H: -1.693 0.687 -0.660  0.0587
H: -1.541 -0.906 -1.230  0.0562

Summary:
net charge	-1
structure (SMILES)	C=CCCC[O-]
highest occupied orbital energy	-0.080	Eh

---

Name the least stable of them. B.

---

## A
ORCA calculation (wB97M-V/def2-TZVPD) on an isolated molecule of C5H4O.

Last column: Löwdin charge in e.
CARTESIAN COORDINATES (ANGSTROEM)
C: -1.249 0.069 -1.052  -0.0517
C: 0.018 -0.880 0.915  -0.0997
C: 0.814 0.839 -0.142  -0.1181
C: 0.893 -0.637 -0.277  -0.0234
C: -0.499 0.165 -0.010  -0.3470
O: -1.942 0.255 -1.991  0.2210
H: -0.598 -1.717 1.102  0.0986
H: 0.327 -0.558 1.801  0.0595
H: 1.188 1.193 0.824  0.1217
H: 1.049 1.270 -1.170  0.1390

Summary:
net charge	0
highest occupied orbital energy	-0.308	Eh

---

## B
ORCA calculation (wB97M-V/def2-TZVPD) on an isolated molecule of C5H4O.

Last column: Löwdin charge in e.
CARTESIAN COORDINATES (ANGSTROEM)
C: -1.812 0.949 0.023  -0.2209
C: -2.015 -0.326 -0.147  0.1572
C: -0.368 0.979 0.180  0.0954
C: 0.699 0.303 -0.093  -0.3707
C: 1.722 -0.700 0.016  -0.0204
O: 1.952 0.760 -0.007  0.0324
H: -2.464 1.723 0.068  0.0538
H: -1.445 -1.213 -0.151  0.0452
H: 1.829 -1.126 0.982  0.1018
H: 1.902 -1.349 -0.871  0.1264

Summary:
net charge	0
highest occupied orbital energy (alpha / beta)	-0.311 / -0.308	Eh

---

## C
ORCA calculation (wB97M-V/def2-TZVPD) on an isolated molecule of C5H4O.

Last column: Löwdin charge in e.
CARTESIAN COORDINATES (ANGSTROEM)
C: -2.300 0.260 -0.055  -0.3247
C: -1.315 -0.706 0.101  -0.1623
C: -2.330 1.565 -0.188  0.1596
C: 0.987 0.273 0.058  -0.0924
C: 1.781 1.254 -0.097  0.0271
O: 0.023 -0.494 0.161  0.0642
H: -3.241 -0.230 -0.249  0.1049
H: -1.618 -1.646 0.391  0.0778
H: 2.629 1.375 0.585  0.0739
H: 1.912 1.811 -1.020  0.0718

Summary:
net charge	0
highest occupied orbital energy (alpha / beta)	-0.256 / -0.256	Eh

---

Name the least stable of them. C.

---

## A
ORCA calculation (wB97M-V/def2-TZVPD) on a cluster of 2 separate species, C6H14N2O in total.

Last column: Löwdin charge in e.
CARTESIAN COORDINATES (ANGSTROEM)
C: 1.644 -1.224 -1.029  0.0035
C: 1.321 -0.030 -0.552  -0.3838
C: 0.823 1.062 -1.448  -0.0672
C: 1.446 0.345 0.912  -0.2671
N: 2.450 -0.356 1.691  -0.0061
H: 2.048 -2.015 -0.416  0.0540
H: 1.543 -1.450 -2.075  0.0637
H: 1.655 1.716 -1.711  0.0848
H: 0.067 1.657 -0.942  0.0606
H: 0.401 0.663 -2.365  0.0786
H: 1.674 1.414 0.983  0.1153
H: 0.472 0.185 1.385  0.1027
H: 2.295 -1.359 1.678  0.0571
H: 3.371 -0.185 1.297  0.0722
C: -2.873 1.166 0.540  -0.0758
C: -2.690 -0.282 0.262  -0.2073
N: -1.522 -0.718 0.094  -0.0271
O: -1.370 -2.080 -0.130  -0.0476
H: -3.199 1.299 1.571  0.0755
H: -3.637 1.591 -0.107  0.0728
H: -1.932 1.692 0.396  0.0613
H: -3.575 -0.918 0.225  0.1224
H: -0.412 -2.175 -0.258  0.0574

Summary:
net charge	0
structure (SMILES)	C=C(C)CN.C/C=N/O
highest occupied orbital energy	-0.337	Eh

---

## B
ORCA calculation (wB97M-V/def2-TZVPD) on a cluster of 2 separate species, C6H14N2O in total.

Last column: Löwdin charge in e.
CARTESIAN COORDINATES (ANGSTROEM)
C: -1.470 1.265 1.216  -0.0150
C: -0.855 0.830 -0.078  -0.3527
N: -0.897 1.709 -1.140  0.1388
C: -0.413 -0.497 -0.287  -0.4096
C: -0.995 -1.641 0.505  -0.0432
N: -0.085 -0.831 -1.655  0.0403
H: -1.634 2.342 1.225  0.0804
H: -0.817 0.985 2.044  0.0869
H: -2.434 0.774 1.359  0.0939
H: -0.907 2.689 -0.898  0.0961
H: -0.273 1.461 -1.898  0.0916
H: -1.248 -1.339 1.516  0.0708
H: -1.855 -2.086 -0.001  0.0831
H: -0.236 -2.417 0.612  0.0814
H: -0.877 -0.748 -2.281  0.0831
H: 0.320 -1.754 -1.739  0.0843
C: 2.501 -0.367 -0.220  -0.0548
C: 1.410 0.089 0.720  -0.4460
O: 1.338 -0.242 1.905  -0.0477
H: 2.793 -1.392 0.009  0.0805
H: 2.134 -0.335 -1.249  0.0533
H: 3.359 0.297 -0.139  0.0809
H: 1.140 1.206 0.473  0.1236

Summary:
net charge	0
structure (SMILES)	C/C(N)=C(\C)N.CC=O
highest occupied orbital energy	-0.276	Eh

---

Name the least stable of them. A.

---

## A
ORCA calculation (wB97M-V/def2-TZVPD) on a cluster of 2 separate species, CH7N2O in total.

Last column: Löwdin charge in e.
CARTESIAN COORDINATES (ANGSTROEM)
N: 0.193 -3.335 1.020  0.0042
H: -0.193 -4.129 0.537  -0.0125
H: 0.096 -2.494 0.460  -0.0047
H: -0.307 -3.117 1.871  -0.0044
N: -0.471 0.409 -1.098  -0.0640
C: -0.077 1.228 0.124  -0.6816
O: 0.479 2.381 -0.146  -0.3570
H: 0.378 -0.102 -1.337  0.0054
H: -0.574 1.048 -1.881  0.0146
H: 0.554 0.547 0.690  0.0465
H: -1.040 1.356 0.682  0.0534

Summary:
net charge	-1
highest occupied orbital energy	-0.082	Eh

---

## B
ORCA calculation (wB97M-V/def2-TZVPD) on a cluster of 2 separate species, CH7N2O in total.

Last column: Löwdin charge in e.
CARTESIAN COORDINATES (ANGSTROEM)
N: 2.271 0.518 -1.358  0.0176
H: 2.280 0.727 -0.375  0.0001
H: 2.152 1.421 -1.806  0.0017
H: 3.127 0.067 -1.615  -0.0152
N: -1.220 -0.467 -0.224  -0.0732
C: -1.580 -0.114 1.291  -0.6482
O: -1.472 -1.104 2.137  -0.3558
H: -1.770 -1.300 -0.386  -0.0074
H: -0.260 -0.792 -0.205  -0.0150
H: -2.614 0.282 1.121  0.0507
H: -0.914 0.763 1.420  0.0449

Summary:
net charge	-1
highest occupied orbital energy	-0.084	Eh

---

## C
ORCA calculation (wB97M-V/def2-TZVPD) on a cluster of 2 separate species, CH7N2O in total.

Last column: Löwdin charge in e.
CARTESIAN COORDINATES (ANGSTROEM)
O: -1.042 2.027 -0.229  -0.5687
H: -0.350 2.651 0.040  -0.1536
N: 0.124 -0.294 -1.185  -0.0512
C: 0.485 -1.045 0.021  -0.4172
N: 0.162 -0.365 1.280  -0.0417
H: -0.372 0.599 -0.882  -0.0131
H: -0.582 -0.836 -1.670  0.0241
H: 1.567 -1.248 0.059  0.0747
H: -0.032 -2.010 0.056  0.0758
H: -0.741 0.090 1.136  0.0327
H: 0.780 0.430 1.373  0.0382

Summary:
net charge	-1
highest occupied orbital energy	-0.110	Eh

---

Name the least stable of them. B.